19
Properties=species:S:1:pos:R:3:forces:R:3 method="wB97M-V/def2-TZVPD" charge=+1 homo_lumo_gap_ev=10.587 de_lowest_ev=1.535
C -0.246 -0.971 1.185 1.5 2.2 -6.1
C 0.041 1.348 1.179 0.9 0.6 0.7
C 1.219 1.983 -0.822 -0.1 3.9 -0.2
C 0.302 -0.247 -0.626 -1.5 -1.2 1.2
C -0.925 -0.502 -1.459 -0.6 -0.7 0.6
N -0.300 0.127 1.850 0.1 0.0 -0.3
N 0.462 1.104 -0.121 -0.8 -1.9 1.2
N -0.709 -2.147 1.324 0.2 -0.3 0.5
O 0.063 2.379 1.765 -0.4 0.0 -0.4
O 1.803 1.649 -1.809 0.7 -0.1 -0.5
O 1.376 -0.821 -1.187 -0.7 0.0 1.2
H 1.155 3.095 -0.470 0.2 -1.9 -0.2
H -1.220 0.126 -2.313 0.6 0.4 0.6
H -1.732 -0.651 -0.764 -0.9 0.4 -0.1
H -0.759 -1.470 -1.886 0.1 -0.7 -0.4
H -0.880 0.209 2.631 -0.8 0.6 2.0
H -0.665 -2.745 0.495 0.0 -0.3 0.9
H -0.929 -2.409 2.269 -0.6 -1.1 0.0
H 1.943 -0.057 -1.241 1.8 0.3 -0.8

---

21
Properties=species:S:1:pos:R:3:forces:R:3 method="wB97M-V/def2-TZVPD" charge=-1 homo_lumo_gap_ev=5.208 de_lowest_ev=0.000
C 0.539 -0.911 -0.232 -1.2 0.2 1.7
C 0.218 -0.037 -1.193 0.4 -0.2 1.6
C -0.479 0.948 0.736 0.2 -2.3 3.8
C 0.095 -1.111 2.184 -2.5 -0.1 1.3
C -0.581 2.195 -1.340 -2.2 1.8 0.1
N 0.091 -0.323 1.010 0.2 1.0 -3.7
N -0.337 1.059 -0.533 0.1 -1.0 -3.2
N 1.338 1.258 -4.891 1.0 0.4 -0.7
O 2.184 0.595 -4.191 -2.8 0.6 -0.2
O -3.201 -0.431 2.049 -1.4 -1.2 -1.4
O 0.092 1.268 -4.674 1.6 -1.0 1.2
O -1.813 0.656 3.591 -0.9 1.3 -0.4
S -2.723 0.834 2.465 2.5 0.2 1.8
H 0.840 -1.954 -0.278 0.2 0.5 0.0
H 0.419 -0.037 -2.219 0.2 0.1 -1.4
H 0.266 -0.389 3.044 0.2 -1.6 -0.7
H -0.994 -1.588 2.306 2.3 0.8 0.1
H 0.804 -1.929 1.973 -0.1 0.5 0.9
H -1.516 2.779 -1.005 1.6 -0.8 -0.3
H 0.306 2.769 -1.282 0.6 1.2 0.0
H -0.696 1.915 -2.374 -0.1 -0.3 -0.4

---

17
Properties=species:S:1:pos:R:3:forces:R:3 method="wB97M-V/def2-TZVPD" charge=+2 homo_lumo_gap_ev="6.649 / 8.946" de_lowest_ev=3.011
C 1.406 1.552 -0.395 -0.2 0.3 -0.8
C 2.420 0.740 0.030 4.1 2.5 0.8
C -1.937 1.222 0.577 1.9 -0.5 -1.5
C 0.925 -1.014 0.173 -0.2 -2.6 -0.9
C -1.362 -0.728 -0.758 2.1 0.0 1.1
N 0.184 1.036 -0.667 -0.6 0.6 -0.4
N 0.036 -0.316 -0.471 -1.1 1.4 -0.4
N 2.161 -0.545 0.322 0.4 -4.2 2.0
N -2.195 0.077 0.176 -1.8 -2.4 0.5
H 1.545 2.612 -0.722 -0.1 -1.0 0.7
H 3.559 1.084 0.252 -3.1 -0.7 -0.8
H -2.477 1.883 1.159 -1.2 1.2 1.4
H 0.561 -2.070 0.317 1.3 1.0 0.5
H -1.628 -0.506 -1.766 0.0 0.4 -0.8
H -1.459 -1.802 -0.578 -0.2 0.2 0.2
H 2.905 -1.279 0.734 -1.9 2.5 -1.2
H -3.008 -0.544 0.489 0.7 1.5 -0.3

---

19
Properties=species:S:1:pos:R:3:forces:R:3 method="wB97M-V/def2-TZVPD" homo_lumo_gap_ev="9.682 / 9.681" de_lowest_ev=6.359
C -1.886 0.556 2.447 0.6 -1.7 -1.0
C 0.714 0.951 -1.080 0.0 0.3 -0.9
C 2.226 0.990 -0.604 -3.6 -6.0 -1.4
C 0.223 -0.157 -0.114 5.5 -0.4 -1.1
C -0.084 -1.438 -0.889 3.0 -0.4 -0.3
N -1.645 -0.774 2.657 0.3 0.4 -0.5
N -1.235 0.980 1.377 -1.7 2.4 0.7
N -0.868 -1.136 1.711 0.3 -1.3 -0.2
N -0.664 -0.077 0.922 0.4 -0.4 1.8
O 2.013 -0.007 0.468 -3.4 -0.1 -0.8
O -1.381 -1.245 -1.287 -2.1 0.1 -1.0
H -2.725 0.914 2.966 -0.4 1.6 0.6
H 0.252 1.924 -0.893 -0.3 -0.2 -0.4
H 0.550 0.553 -2.183 0.3 1.2 2.1
H 2.825 0.417 -1.342 0.4 1.4 0.3
H 2.475 1.881 -0.212 1.5 3.1 0.9
H 0.100 -2.347 -0.250 -0.8 0.9 -0.7
H 0.603 -1.511 -1.799 -0.6 0.0 1.3
H -1.493 -0.473 -1.896 0.5 -1.0 0.7

---

20
Properties=species:S:1:pos:R:3:forces:R:3 method="wB97M-V/def2-TZVPD" smiles="CCOC(=O)c1n[nH]s/c1=N/N" homo_lumo_gap_ev=7.748 de_lowest_ev=6.154
C -3.776 0.300 0.475 -2.0 -0.2 3.0
C -3.201 -0.881 -0.359 -2.6 0.4 2.8
O -1.882 -1.172 0.120 -0.5 0.7 -1.6
C -1.068 -0.128 -0.236 0.7 -1.3 3.1
O -1.465 0.915 -0.678 0.9 -0.1 -1.0
C 0.338 -0.451 0.280 -1.2 1.2 -3.3
N 0.637 -1.737 0.275 3.9 2.7 0.0
N 2.011 -1.759 0.099 0.6 -5.4 0.8
S 2.985 -0.362 -0.097 -1.4 0.0 -0.1
C 1.431 0.618 -0.147 -0.6 -1.5 2.4
N 1.527 1.860 -0.032 -0.2 1.6 0.3
N 0.486 2.792 0.356 2.0 -0.3 -0.9
H -4.802 0.678 0.087 1.5 -1.1 0.6
H -3.933 -0.219 1.576 0.1 1.7 -2.5
H -3.219 1.283 0.632 -0.3 -1.9 -0.4
H -3.982 -1.732 -0.305 2.0 0.9 0.4
H -3.247 -0.555 -1.326 0.7 0.5 -2.9
H 2.539 -2.775 0.263 -2.1 3.9 -0.6
H 1.012 3.797 0.410 -2.4 -3.3 -1.0
H -0.324 2.515 -0.276 0.9 1.6 1.0

---

22
Properties=species:S:1:pos:R:3:forces:R:3 method="wB97M-V/def2-TZVPD" homo_lumo_gap_ev=6.888 de_lowest_ev=4.010
C -0.587 0.599 -0.378 0.1 1.3 0.1
C 0.091 1.686 0.097 0.7 -1.6 0.6
C 1.029 -0.797 0.704 -0.3 3.2 1.4
C -1.738 0.690 -1.316 -0.1 0.0 -0.2
C -0.991 -1.846 -0.082 -0.1 -0.3 -0.1
N -0.202 -0.638 0.085 0.3 -0.3 0.3
N 1.180 -1.667 1.734 0.2 -0.4 -0.3
N -0.191 3.043 -0.085 -0.4 0.8 -0.2
N 2.197 -0.719 -0.169 0.4 -0.5 -0.8
O -1.127 3.424 -0.764 -0.3 0.4 -0.2
O 0.577 3.791 0.511 -0.2 0.5 -0.2
O 2.009 -0.349 -1.307 0.2 -0.1 0.0
O 3.253 -1.061 0.322 0.3 0.0 0.0
S 1.451 1.555 1.194 -0.5 -2.6 -0.3
H -1.551 0.071 -2.193 0.0 -0.1 0.0
H -1.873 1.722 -1.630 0.0 -0.2 0.0
H -2.663 0.361 -0.838 0.0 0.0 0.0
H -1.898 -1.625 -0.631 0.0 0.0 0.0
H -0.413 -2.589 -0.636 -0.1 0.0 0.0
H -1.253 -2.261 0.891 -0.1 0.0 -0.1
H 2.155 -1.805 1.981 -0.2 0.0 0.0
H 0.544 -1.583 2.510 0.0 0.1 -0.1